(1)
119
Properties=species:S:1:pos:R:3 method="wB97M-V/def2-TZVPD" charge=-2 e_above_lowest_kcal_mol=0.0
Hf 1.56 -12.29 18.90
C -5.61 -12.43 23.05
O -5.47 -13.21 21.90
C -4.84 -14.42 22.12
C -5.58 -15.58 21.97
C -4.87 -16.73 21.73
C -3.46 -16.65 21.63
C -2.74 -15.60 22.15
C -3.49 -14.47 22.47
N -2.96 -17.79 20.84
N -2.09 -17.65 20.00
C -1.15 -16.58 19.82
C 0.12 -16.85 20.36
C 1.29 -16.09 20.16
C 1.11 -14.83 19.74
O 2.10 -14.24 19.16
C -0.11 -14.56 19.06
N 0.01 -13.45 18.24
C -0.99 -13.19 17.38
C -2.12 -13.86 17.20
C -2.41 -14.96 18.21
C -1.25 -15.31 19.19
H -5.44 -11.39 22.79
H -4.84 -12.76 23.74
H -6.58 -12.60 23.49
H -6.62 -15.55 21.75
H -5.29 -17.69 21.41
H -1.68 -15.68 22.28
H -2.93 -13.57 22.70
H 0.18 -17.91 20.64
H 2.15 -16.70 20.42
H -0.97 -12.27 16.71
H -2.77 -13.80 16.34
H -2.98 -14.90 19.18
S 3.97 -11.77 20.98
N 4.31 -12.49 17.24
C 3.40 -11.92 17.75
H 1.44 -10.64 18.20
S -2.11 -12.55 20.17
C -0.90 -11.57 20.10
N 0.13 -11.05 20.01
C 1.72 -8.32 14.47
Si 2.32 -9.93 13.72
C 4.15 -10.17 14.17
C 2.33 -9.83 11.87
Sb 0.80 -11.67 14.97
Si -1.42 -10.68 14.12
C -2.60 -12.04 13.63
C -1.38 -9.54 12.64
C -2.25 -9.75 15.58
Si 0.95 -13.85 13.60
C -0.15 -15.30 14.17
C 0.83 -14.04 11.70
C 2.71 -14.41 14.07
H 2.59 -7.74 14.75
H 1.11 -8.42 15.34
H 1.16 -7.66 13.74
H 4.67 -9.24 14.20
H 4.56 -10.80 13.36
H 4.30 -10.70 15.13
H 3.19 -9.24 11.56
H 1.49 -9.40 11.40
H 2.46 -10.82 11.47
H -2.11 -12.83 13.06
H -3.31 -11.47 12.94
H -3.13 -12.58 14.41
H -0.84 -10.00 11.83
H -0.88 -8.59 12.85
H -2.38 -9.36 12.31
H -2.32 -10.36 16.46
H -3.28 -9.46 15.36
H -1.73 -8.84 15.79
H -1.08 -15.36 13.58
H -0.49 -15.33 15.24
H 0.48 -16.12 14.00
H -0.17 -13.97 11.27
H 1.08 -15.09 11.63
H 1.52 -13.53 11.05
H 2.67 -14.73 15.13
H 3.49 -13.68 13.98
H 2.98 -15.29 13.53
C 5.84 -9.01 22.41
C 4.97 -9.09 20.96
C 5.15 -10.54 20.27
C 5.82 -8.07 19.90
P 3.12 -9.02 20.90
C 2.84 -7.21 20.76
C 2.13 -7.17 19.54
C 2.07 -6.00 18.79
C 2.75 -4.93 19.37
C 3.60 -4.97 20.50
C 3.66 -6.17 21.14
C 1.94 -9.07 22.79
C 0.65 -8.09 22.88
C 1.60 -10.57 22.64
C 2.73 -8.93 24.06
H 6.92 -8.78 22.37
H 5.60 -9.91 22.98
H 5.42 -8.10 22.94
H 5.35 -10.48 19.23
H -3.21 -15.89 17.78
H 6.02 -11.00 20.85
H 6.80 -8.54 19.84
H 6.03 -7.06 20.34
H 5.40 -7.86 18.92
H 1.75 -8.08 19.06
H 1.63 -5.91 17.81
H 2.94 -4.08 18.69
H 4.43 -4.23 20.58
H 4.32 -6.41 21.97
H -0.14 -8.56 23.44
H 0.27 -7.69 21.98
H 1.10 -7.21 23.42
H 0.93 -10.77 21.73
H 0.98 -10.72 23.52
H 2.46 -11.19 22.52
H 3.25 -7.95 24.12
H 3.48 -9.68 23.98
H 2.08 -8.93 24.96

***

(2)
123
Properties=species:S:1:pos:R:3 method="wB97M-V/def2-TZVPD" charge=+1
C -4.33 -2.16 1.13
C -3.01 -2.87 1.37
C -2.45 -3.46 0.08
O -1.08 -3.13 -0.15
C -0.19 -3.79 0.71
C 1.02 -2.94 0.87
C 1.57 -2.70 2.11
C 2.68 -1.87 2.20
O 3.31 -1.60 3.34
N 3.19 -1.33 1.08
C 2.67 -1.54 -0.16
C 3.41 -0.86 -1.25
C 2.79 -0.97 -2.62
O 3.33 -1.64 -3.46
N 1.58 -0.38 -2.81
C 1.21 -0.23 -4.23
C 1.30 0.81 -1.98
C 1.56 -2.36 -0.26
H -4.58 -1.55 1.98
H -5.10 -2.90 1.01
H -4.30 -1.55 0.24
H -3.20 -3.67 2.06
H -2.27 -2.22 1.83
H -2.97 -3.04 -0.77
H -2.60 -4.53 0.03
H 0.12 -4.74 0.28
H -0.63 -4.01 1.67
H 1.16 -3.13 2.99
H 3.05 -0.75 3.71
H 4.01 -0.73 1.16
H 4.37 -1.35 -1.33
H 3.60 0.16 -0.96
H 2.07 -0.33 -4.88
H 0.42 -0.92 -4.48
H 0.80 0.76 -4.38
H 0.41 1.30 -2.32
H 2.12 1.51 -1.98
H 1.12 0.50 -0.96
H 1.11 -2.55 -1.21
O -1.15 4.14 0.23
C -1.33 2.99 0.47
O -1.49 2.07 -0.52
C -1.78 0.78 0.05
C -1.25 0.83 1.47
C -1.44 2.31 1.82
H -2.86 0.63 0.01
H -1.30 0.01 -0.56
H -1.76 0.15 2.15
H -0.19 0.58 1.48
H -2.43 2.50 2.23
H -0.69 2.69 2.50
O -1.31 -2.16 -5.68
C -0.48 -2.95 -6.02
O 0.26 -2.76 -7.14
C 1.12 -3.90 -7.37
C 1.27 -4.56 -6.00
C -0.08 -4.25 -5.35
H 0.64 -4.55 -8.09
H 2.06 -3.54 -7.78
H 1.51 -5.62 -6.06
H 2.07 -4.07 -5.44
H -0.84 -5.00 -5.58
H -0.02 -4.12 -4.27
O -3.15 -0.08 4.45
C -4.22 0.20 4.92
O -4.87 1.32 4.61
C -6.08 1.45 5.41
C -6.40 0.03 5.85
C -5.01 -0.59 5.95
H -5.86 2.11 6.25
H -6.85 1.91 4.80
H -6.98 0.00 6.77
H -6.98 -0.48 5.07
H -4.55 -0.44 6.93
H -4.99 -1.65 5.70
O -0.39 4.13 -8.32
C -0.65 3.00 -8.03
O -0.85 2.03 -8.95
C -1.23 0.80 -8.31
C -0.71 0.91 -6.88
C -0.82 2.42 -6.63
H -2.32 0.71 -8.35
H -0.79 -0.03 -8.86
H -1.27 0.30 -6.18
H 0.33 0.60 -6.85
H -1.80 2.71 -6.25
H -0.05 2.80 -5.97
O -8.83 1.91 6.40
C -9.91 1.41 6.30
O -10.85 1.89 5.47
C -12.09 1.17 5.63
C -11.69 -0.17 6.23
C -10.47 0.21 7.06
H -12.74 1.75 6.29
H -12.56 1.09 4.65
H -12.49 -0.64 6.80
H -11.40 -0.86 5.44
H -10.74 0.54 8.07
H -9.72 -0.58 7.13
O 5.20 0.93 0.66
C 6.24 0.87 0.05
O 7.04 -0.20 0.13
C 8.27 0.04 -0.60
C 7.92 1.13 -1.61
C 6.85 1.92 -0.84
H 9.03 0.36 0.10
H 8.58 -0.89 -1.07
H 8.78 1.71 -1.91
H 7.47 0.68 -2.50
H 7.29 2.69 -0.21
H 6.10 2.37 -1.48
O 10.21 2.08 1.19
C 9.93 3.02 1.89
O 9.94 2.94 3.23
C 9.47 4.17 3.81
C 9.69 5.23 2.74
C 9.49 4.41 1.46
H 8.42 4.05 4.07
H 10.04 4.36 4.72
H 9.02 6.08 2.83
H 10.71 5.60 2.78
H 8.45 4.37 1.15
H 10.10 4.76 0.63

***

(3)
132
Properties=species:S:1:pos:R:3 method="wB97M-V/def2-TZVPD" charge=-1
C -5.66 2.32 6.17
C -4.33 3.01 5.89
C -4.50 4.17 4.87
C -5.01 3.76 3.46
N -4.40 4.64 2.39
C -5.18 4.55 1.10
C -4.90 5.83 0.33
C -4.58 6.89 1.43
C -4.58 6.16 2.73
C -2.98 4.27 2.16
C -2.64 2.84 1.87
C -1.13 2.53 1.63
H -5.60 1.43 6.80
H -6.21 1.96 5.30
H -6.29 2.90 6.84
H -3.56 2.36 5.48
H -3.77 3.28 6.79
H -3.67 4.88 4.84
H -5.28 4.86 5.17
H -6.07 3.87 3.27
H -4.71 2.74 3.20
H -4.90 3.65 0.55
H -6.24 4.55 1.34
H -4.05 5.80 -0.34
H -5.78 6.15 -0.23
H -3.66 7.36 1.08
H -5.38 7.63 1.50
H -3.84 6.47 3.47
H -5.63 6.15 3.03
H -2.33 4.52 2.99
H -2.57 4.83 1.32
H -3.21 2.41 1.05
H -2.90 2.21 2.72
H -0.84 2.10 0.67
H -0.67 1.86 2.36
H -0.67 3.51 1.58
O 0.59 2.11 -2.02
C 0.23 0.75 -2.01
C 1.21 -0.41 -1.54
O 2.57 -0.49 -1.93
H 0.06 0.50 -3.06
H -0.73 0.66 -1.52
H 0.66 -1.34 -1.66
H 1.30 -0.25 -0.46
C 2.88 4.74 1.55
C 4.00 4.41 2.27
C 4.56 3.17 2.26
C 4.01 2.12 1.52
C 2.97 2.46 0.73
C 2.42 3.80 0.70
O 1.32 4.14 -0.13
O 5.67 3.03 3.04
H 2.52 5.76 1.56
H 4.49 5.22 2.79
H 4.58 1.21 1.45
H 2.41 1.82 0.06
H 1.01 3.43 -0.70
H 6.28 2.61 2.42
C -0.72 -5.80 -5.24
C -1.71 -6.43 -4.37
C -2.26 -5.68 -3.37
C -1.75 -4.46 -3.03
C -0.77 -3.87 -3.81
C -0.23 -4.55 -4.85
O 0.69 -3.92 -5.59
O -3.15 -6.26 -2.55
H -0.54 -6.23 -6.21
H -1.94 -7.46 -4.58
H -2.16 -3.87 -2.22
H -0.42 -2.88 -3.57
H 1.04 -4.42 -6.32
H -3.25 -7.20 -2.72
C 6.30 -1.80 1.46
C 6.42 -2.78 2.42
C 5.38 -3.54 2.76
C 4.10 -3.37 2.15
C 4.04 -2.46 1.10
C 5.11 -1.63 0.81
O 4.95 -0.61 -0.05
O 5.42 -4.58 3.68
H 7.09 -1.14 1.13
H 7.36 -2.88 2.94
H 3.29 -4.00 2.47
H 3.12 -2.11 0.66
H 4.05 -0.54 -0.36
H 6.34 -4.80 3.81
C 0.09 -2.44 3.28
C -0.57 -1.36 2.73
C -1.35 -1.45 1.59
C -1.49 -2.68 1.04
C -0.86 -3.80 1.58
C -0.08 -3.69 2.72
O 0.42 -4.89 3.20
O -2.04 -0.38 1.06
H 0.62 -2.36 4.22
H -0.48 -0.35 3.12
H -2.16 -2.81 0.20
H -0.91 -4.71 1.01
H -0.19 -5.64 3.17
H -2.05 -0.44 0.10
C -3.43 -0.40 -2.73
O -3.18 -0.32 -1.52
N -2.71 0.14 -3.74
N -4.43 -1.19 -3.26
H -3.11 0.19 -4.66
H -2.17 0.96 -3.49
H -4.78 -1.14 -4.21
H -5.04 -1.58 -2.56
C 6.19 -0.82 -3.49
O 6.87 -0.59 -4.47
N 6.25 0.02 -2.47
N 5.25 -1.68 -3.33
H 6.97 0.73 -2.48
H 5.61 -0.25 -1.74
H 4.63 -1.59 -2.54
H 5.35 -2.64 -3.63
C 2.00 -4.56 -1.36
O 1.95 -5.71 -1.38
N 2.80 -3.83 -2.05
N 1.33 -3.86 -0.56
H 2.95 -2.83 -1.93
H 3.47 -4.36 -2.58
H 1.48 -2.86 -0.58
H 0.81 -4.34 0.17
C 1.82 -0.61 -5.70
O 2.20 0.58 -5.74
N 2.01 -1.43 -4.66
N 1.10 -1.23 -6.61
H 1.57 -2.34 -4.77
H 2.48 -1.17 -3.81
H 0.81 -2.15 -6.33
H 0.93 -0.79 -7.50

***

| no. | LUMO energy (eV) | F_max (eV/A) |
| --- | --- | --- |
| 1 | 3.945 | 5.05 |
| 2 | -3.315 | 1.52 |
| 3 | 0.670 | 8.15 |